1.
CsF12K2N6O24S12 as an isolated structure. Source: the OMol25 dataset; level of theory: ωB97M-V/def2-TZVPD.

Geometry as XYZ:
```
57
CsF12K2N6O24S12 ωB97M-V/def2-TZVPD
K 2.2771 3.6746 -0.7276
K -1.6012 3.5748 -1.1301
Cs 3.7708 -1.8358 -0.8610
N 0.9271 -1.9908 6.1265
S 2.2361 -1.1664 5.4629
O 2.8477 -1.9672 4.4309
O 3.0738 -0.3560 6.2819
F 1.4446 -0.0845 4.6128
S 1.1840 -2.0228 7.6201
O 0.6243 -0.9731 8.4392
O 2.4586 -2.6015 8.0141
F 0.1824 -3.2897 7.8754
N -2.3192 1.8046 5.4396
S -2.7738 2.3990 6.9921
O -4.1193 2.9179 7.1565
O -1.7331 2.9788 7.8241
F -2.8771 0.9533 7.6505
S -1.5348 3.1105 5.1158
O -0.1341 2.9620 5.4361
O -2.0956 4.4531 5.1376
F -1.7137 2.8821 3.4842
N 1.2931 -3.7607 -2.2780
S 0.4576 -3.9233 -0.8220
O 1.0296 -3.1846 0.2774
O -0.2859 -5.1148 -0.5093
F -0.7067 -2.9212 -1.2760
S 2.0582 -5.0867 -2.2741
O 1.2906 -6.2540 -2.6349
O 3.0900 -5.1754 -1.2803
F 2.8342 -4.7586 -3.6631
N 0.3405 1.8726 -0.0274
S 0.6315 1.1622 1.2921
O 1.9187 0.5241 1.4102
O -0.4539 0.6216 2.0481
F 0.8592 2.5137 2.1916
S 0.0806 0.4558 -0.8873
O -1.1862 -0.1701 -0.7002
O 1.2914 -0.2297 -1.2646
F -0.1960 1.2809 -2.2534
N 0.5826 2.6076 -5.3926
S 1.2846 3.7864 -4.7625
O 1.3677 3.6932 -3.3135
O 1.0604 5.1120 -5.2622
F 2.8005 3.4757 -5.1610
S -1.0252 3.1382 -5.2635
O -1.4761 3.9224 -6.3668
O -1.6045 3.2685 -3.9475
F -1.5612 1.7302 -5.7230
N -0.8034 -1.2932 -5.5900
S -1.3477 -1.7579 -6.9372
O -2.0278 -0.7417 -7.7133
O -1.8717 -3.0922 -7.0272
F 0.0528 -1.9024 -7.7420
S -2.2786 -1.3819 -4.7548
O -2.5527 -2.6846 -4.2025
O -3.3677 -0.4912 -5.1214
F -1.7031 -0.6639 -3.4495
```

M: 1291.90 g/mol
charge: -3

***

2.
CH5N2P as an isolated structure. Source: the OMol25 dataset; level of theory: ωB97M-V/def2-TZVPD.

Geometry as XYZ:
```
9
CH5N2P ωB97M-V/def2-TZVPD
C -0.9577 0.9159 0.6210
N 1.4254 -1.5209 -1.1141
N 0.1164 0.2605 -0.0326
P 0.5907 -1.3031 0.1757
H -0.6406 1.9421 0.8481
H -1.8297 0.9928 0.1076
H -1.2168 0.1956 1.4643
H 2.0005 -2.2592 -0.9031
H 0.5117 0.7763 -1.1669
```

M: 76.04 g/mol
energy relative to the best compared isomer or geometry (same formula, charge and spin): 27.7 kcal/mol

***

| no. | energy (a.u.) | E_HOMO (eV) | HOMO-LUMO gap (eV) |
| --- | --- | --- | --- |
| 1 | -9331.0236 | -3.1 | 5.852 |
| 2 | -491.9032 | -9.3 | 10.006 |